# 1
Below is C4H10O2 as an isolated structure at a distorted geometry, with properties calculated with the ωB97M-V functional and the def2-TZVPD basis.

Calculated values
HOMO-LUMO gap: 10.35 eV
charge: 0
highest occupied orbital energy: -0.3422 Eh
energy relative to the best compared isomer or geometry (same formula, charge and spin): 404.9 kJ/mol

Positions of all 16 atoms, in Å:
C 2.429 0.223 0.463
O 2.183 -0.334 -0.798
C 0.928 -0.852 -0.717
C -0.369 0.499 -0.156
O -1.346 -0.434 0.168
C -2.656 0.044 0.211
H 3.314 0.883 0.403
H 1.426 0.633 0.703
H 2.606 -0.601 1.158
H 0.789 -1.350 -1.704
H 0.714 -1.562 0.110
H -0.492 1.372 0.605
H -0.489 1.014 -1.113
H -2.794 0.816 0.985
H -2.956 0.465 -0.759
H -3.288 -0.816 0.442

# 2
Below is C7H16N6O2STi as an isolated structure at a distorted geometry, with properties calculated with the ωB97M-V functional and the def2-TZVPD basis.

Calculated values
spin multiplicity: 2
HOMO-LUMO gap (alpha / beta): 8.41 / 8.93 eV
<S²>: 0.752
charge: +1
highest occupied orbital energy (alpha / beta): -0.4401 / -0.4464 Eh

Positions of all 33 atoms, in Å:
Ti 0.186 -0.454 0.030
N -1.394 0.880 0.697
N -1.945 0.125 1.768
C -1.063 -0.697 2.495
O -1.371 -1.142 3.552
O 0.094 -0.946 1.817
H -1.001 1.757 1.031
H -2.138 1.099 0.047
H -2.628 0.598 2.343
C 1.591 -4.511 -0.455
N 1.019 -3.303 -1.073
C 1.863 -2.128 -1.012
C -0.323 -3.131 -1.173
N -0.818 -1.901 -1.004
N -1.092 -4.201 -1.413
C -0.636 -5.303 -2.270
C -2.536 -4.130 -1.202
H 2.075 -4.239 0.483
H 2.321 -4.980 -1.113
H 0.800 -5.218 -0.231
H 2.907 -2.411 -1.110
H 1.867 -1.641 -0.015
H 1.643 -1.427 -1.815
H -1.796 -1.863 -1.251
H 0.372 -5.112 -2.621
H -1.295 -5.366 -3.136
H -0.665 -6.251 -1.735
H -3.051 -3.711 -2.071
H -2.765 -3.544 -0.315
H -2.905 -5.140 -1.043
S 3.787 2.071 -0.275
C 2.355 1.478 -0.498
N 1.264 0.996 -0.671

charge of number 2 (C7H16N6O2STi)? +1